C29H38F18Mn2N7OP3 | ωB97M-V/def2-TZVPD

```
! RIJCOSX wB97M-V def2-TZVPD def2/J DEFGRID3
* xyz 0 11
Mn -3.294 0.170 -1.056
Mn -0.074 0.684 0.341
P -2.743 0.864 2.481
P 1.632 -1.936 -0.018
P -4.770 2.253 -2.805
F 1.580 -0.512 -0.868
F 2.406 -2.708 -1.113
F -1.619 -0.192 1.995
F 0.220 -2.160 -0.764
F -3.890 0.983 -3.421
F -2.273 1.770 1.198
F 1.391 -3.254 0.817
F -1.736 1.567 3.463
F -5.253 1.147 -1.703
F -3.503 2.480 -1.746
F -5.871 1.898 -3.870
F -3.721 0.086 1.272
F -5.657 3.288 -1.987
F 0.748 -1.049 1.147
F -3.934 1.870 2.766
F -3.167 -0.187 3.606
F 2.889 -1.379 0.787
F -4.196 3.407 -3.799
O -1.327 0.585 -1.264
N 4.497 2.848 -2.321
N -1.455 -4.781 -2.990
N 2.397 1.883 0.258
N 5.536 6.576 -0.716
N -1.666 -3.256 3.513
N -5.059 -2.416 0.087
N 2.336 -0.396 5.831
C 5.092 0.894 -1.467
C -3.161 -2.476 -1.049
C 5.244 2.294 -1.330
C 3.469 6.384 -1.565
C 3.402 6.198 -0.104
C -0.963 -4.252 2.895
C 1.547 2.794 -0.309
C 4.163 0.692 -2.477
C 0.597 3.132 0.635
C -2.157 -4.233 -4.008
C -1.707 -5.409 2.886
C 0.907 2.398 1.799
C -2.914 -3.730 3.776
C -5.320 -1.831 -1.092
C 2.047 1.660 1.532
C -0.925 0.245 -2.597
C 4.791 6.511 -1.880
C 0.003 -3.522 -4.139
C 2.122 -1.499 3.944
C -1.323 -3.347 -4.680
C -2.957 -5.075 3.423
C -3.755 -2.797 0.096
C -4.185 -1.804 -1.837
C 4.646 6.505 0.351
C 0.840 -1.043 4.364
C 3.021 -1.043 4.890
C 3.866 1.896 -3.066
C -0.132 -4.340 -3.079
C 0.969 -0.395 5.534
H -4.097 -1.595 -2.877
H 0.430 2.498 2.769
H -0.971 1.084 -3.271
H 6.524 6.802 -0.594
H -3.784 -3.123 4.021
H 4.315 3.814 -2.505
H 3.161 2.084 -3.890
H -1.639 -2.828 -5.575
H -0.043 -1.060 3.742
H 0.903 -2.987 -4.462
H 5.505 0.066 -0.984
H -0.199 3.846 0.477
H 2.599 6.350 -2.208
H -3.801 -5.703 3.614
H -3.296 -3.271 0.929
H 3.709 -0.257 -2.638
H 2.373 -2.135 3.110
H 2.554 1.006 2.228
H 1.645 3.077 -1.328
H -1.478 -0.626 -2.988
H -2.166 -2.795 -1.312
H -6.332 -1.513 -1.369
H -3.207 -4.399 -4.105
H -5.633 -2.455 0.931
H -1.418 -2.269 3.600
H 0.062 -4.106 2.681
H 4.985 6.463 1.367
H 4.070 -1.146 5.010
H 0.082 -0.066 -2.574
H 0.299 0.033 6.256
H 5.869 2.913 -0.719
H -1.237 -6.359 2.650
H 5.294 6.817 -2.780
H 0.614 -4.807 -2.432
H -1.743 -5.539 -2.379
H 2.547 5.848 0.469
H 2.607 -0.058 6.731
H 3.241 1.461 -0.160
*
```

For the HOMO-LUMO gap (spin up / spin down), the calculation gives 8.431 / 8.422 eV. As for the expectation value of S²: 30.01. The value obtained for the LUMO energy (spin up / spin down) is 0.347 / 0.339 eV. Its maximum force is 2.9 eV/Å. Its HOMO energy (spin up / spin down) is -8.1 / -8.1 eV.